[1]
Computed, not measured: one molecule with the formula C19H24N2O3, with ωB97M-V with the def2-TZVPD basis set.

The calculation puts the HOMO energy at -7.14 eV. The relative energy (zero: lowest compared OMol25 entry of this formula, charge and spin) is 85.9 kcal/mol. As for the SMILES: COc1ccccc1N1CCN(Cc2cccc(OC)c2O)CC1. Its largest force on an atom is 0.0139 hartree/bohr. Its HOMO-LUMO gap is 7.719 eV.

Structure (ORCA input):
```
! RIJCOSX wB97M-V def2-TZVPD def2/J DEFGRID3
* xyz 0 1
C 1.88573 3.24391 0.09469
O 1.83235 1.84265 0.08371
C 3.01562 1.13810 0.02849
C 4.25619 1.74571 -0.02822
C 5.41823 0.99540 -0.15059
C 5.33328 -0.37822 -0.21888
C 4.09964 -1.00097 -0.13999
C 2.91530 -0.27524 -0.00178
N 1.68968 -0.90389 0.03737
C 1.56974 -2.28555 -0.37117
C 0.09678 -2.61297 -0.58201
N -0.60675 -2.59329 0.68889
C -2.05451 -2.58660 0.55653
C -2.63742 -1.37717 -0.13907
C -2.79385 -1.35648 -1.52221
C -3.26445 -0.23334 -2.17077
C -3.60571 0.90188 -1.45114
C -3.48315 0.89532 -0.07403
O -3.80717 1.94122 0.76637
C -4.32543 3.11352 0.19214
C -2.99637 -0.24518 0.58587
O -2.89958 -0.23219 1.94641
C -0.05103 -1.60364 1.59900
C 0.60495 -0.42595 0.87489
H 0.84821 3.57466 0.13324
H 2.41644 3.62553 0.97434
H 2.35620 3.64118 -0.81152
H 4.33673 2.82101 0.00137
H 6.37337 1.49530 -0.20069
H 6.22590 -0.97698 -0.32356
H 4.06083 -2.07757 -0.17276
H 1.98827 -2.98448 0.36946
H 2.10775 -2.41860 -1.31467
H -0.31313 -1.88715 -1.30199
H -0.00341 -3.61597 -1.01178
H -2.32521 -3.48662 -0.00447
H -2.47228 -2.66275 1.56233
H -2.55591 -2.24390 -2.08958
H -3.37390 -0.23195 -3.24446
H -3.97185 1.77260 -1.97105
H -4.51840 3.78967 1.02385
H -5.26123 2.91781 -0.34081
H -3.60657 3.57608 -0.49148
H -3.22289 0.62727 2.24948
H -0.83518 -1.23496 2.25818
H 0.70587 -2.10051 2.22005
H 0.99205 0.27468 1.61508
H -0.14374 0.09861 0.26695
*
```

---

[2]
Computed, not measured: one molecule with the formula C3H8OS at a distorted geometry, with ωB97M-V with the def2-TZVPD basis set.

The calculation puts the HOMO energy (alpha / beta) at -6.99 / -7.88 eV. The relative energy (zero: lowest compared OMol25 entry of this formula, charge and spin) is 100.6 kcal/mol. Its largest force on an atom is 0.0570 hartree/bohr. Its HOMO-LUMO gap (alpha / beta) is 7.128 / 7.267 eV.

Structure (ORCA input):
```
! RIJCOSX wB97M-V def2-TZVPD def2/J DEFGRID3
* xyz 0 3
C 2.24553 0.37281 0.18815
C -1.77543 -0.62495 0.05608
C -0.32512 -0.84696 -0.26875
O -0.55166 2.01673 1.03774
S 0.70274 0.77108 -0.11051
H 2.58067 0.42020 1.23957
H 2.77043 0.98332 -0.58901
H -2.26065 -1.57378 0.32216
H -1.84104 -0.15684 1.13371
H -2.43620 -0.07242 -0.62724
H 0.03562 -1.00639 -1.34139
H 0.22225 -1.44932 0.47702
H 0.63287 1.16654 -1.51755
*
```

---

Quick rundown of E, same order as above: -1073.5929 -592.2216 Eh